(1)
Below is one molecule with the formula C21H18N6O3S2, with properties calculated with ωB97M-V with the def2-TZVPD basis set.

Its SMILES is NS(=O)(=O)c1ccc(/N=N/c2c(CSc3ccccn3)[nH]n(-c3ccccc3)c2=O)cc1. As for the molar mass: 466.5 g/mol. The calculation puts the LUMO energy at -0.0175 Eh. The energy is -2161.61365 hartree. The calculation puts the frontier orbital gap at 7.63 eV.

Element x y z (Å)
N 1.2592 5.0045 3.6296
S 2.4232 4.9668 2.3886
O 2.2465 6.1657 1.6222
O 3.6945 4.6996 2.9982
C 1.8837 3.5592 1.4615
C 0.9596 3.7340 0.4458
C 0.4776 2.6371 -0.2305
C 0.9397 1.3504 0.0957
N 0.2867 0.2748 -0.4145
N 0.8637 -0.7208 -0.9286
C 0.1258 -1.8220 -1.1760
C -1.0383 -2.2748 -0.5564
C -1.7914 -1.7051 0.5711
S -2.8481 -0.2914 0.0493
C -2.2311 0.9661 1.1190
C -2.6659 2.2765 0.9382
C -2.1432 3.2454 1.7714
C -1.2241 2.8811 2.7490
C -0.8861 1.5445 2.8547
N -1.3803 0.6073 2.0625
N -1.3807 -3.4543 -1.1134
N -0.4388 -3.8319 -2.0422
C -0.5878 -4.9999 -2.7969
C 0.5238 -5.5864 -3.3970
C 0.3700 -6.7453 -4.1338
C -0.8759 -7.3352 -4.2709
C -1.9803 -6.7479 -3.6781
C -1.8450 -5.5822 -2.9464
C 0.5489 -2.8383 -2.1392
O 1.4884 -2.8757 -2.8968
C 1.9063 1.2017 1.1061
C 2.3639 2.3059 1.7913
H 1.6863 4.7783 4.5146
H 0.8299 5.9160 3.6694
H 0.6385 4.7348 0.2060
H -0.2415 2.7442 -1.0277
H -2.4423 -2.4475 1.0333
H -1.1308 -1.2411 1.3127
H -3.3775 2.5081 0.1620
H -2.4415 4.2768 1.6580
H -0.7707 3.6146 3.3951
H -0.1901 1.1927 3.6041
H -1.9740 -4.1570 -0.6947
H 1.4893 -5.1209 -3.2949
H 1.2341 -7.1935 -4.5999
H -0.9881 -8.2434 -4.8427
H -2.9577 -7.1927 -3.7901
H -2.7226 -5.1183 -2.5199
H 2.2577 0.2087 1.3424
H 3.1062 2.2225 2.5693

(2)
Below is C21H18N8Pt as an isolated structure, with properties calculated with ωB97M-V with the def2-TZVPD basis set.

Its expectation value of S² is 6.055. As for the molar mass: 577.5 g/mol. The calculation puts the LUMO energy (spin up / spin down) at -0.4503 / -0.5873 Eh. The energy is -1366.71017 hartree. The calculation puts the frontier orbital gap (spin up / spin down) at 5.84 / 4.39 eV. Its charge is +4. The spin multiplicity is 5. Its relative energy (zero: lowest compared OMol25 entry of this formula, charge and spin) is 0.7 kcal/mol.

Element x y z (Å)
Pt -0.4913 -1.1998 0.3722
C 0.6141 -0.4560 4.5072
C 0.0072 -1.0353 3.3919
N 0.1059 -0.4607 2.1961
C 0.8280 0.6889 2.0929
C 1.4242 1.2237 3.2210
N 1.3122 0.6612 4.4188
C 0.9962 1.2069 0.7220
C 1.5322 2.4188 0.3467
C 1.6319 2.7503 -1.0173
C 1.1798 1.8227 -1.9517
C 0.6464 0.6037 -1.5329
N 0.5678 0.3395 -0.2179
C 0.1182 -0.4815 -2.3475
C 0.3409 -0.6150 -3.7029
N -0.1064 -1.7237 -4.2383
C -0.7120 -2.7772 -3.6693
C -0.9043 -2.6248 -2.3234
N -0.5373 -1.5045 -1.6412
C 2.2055 4.0772 -1.4462
C 2.3051 4.4120 -2.8006
C 2.8436 5.6389 -3.1856
N 3.2183 6.3887 -2.1894
C 3.1915 6.2226 -0.8990
C 2.6551 4.9997 -0.4960
H 0.5320 -0.9210 5.4824
H -0.5536 -1.9542 3.4693
H 2.0230 2.1240 3.1642
H 1.8567 3.0947 1.1210
H 1.2127 2.0277 -3.0102
H 0.8730 0.0983 -4.3200
H -1.0124 -3.6347 -4.2554
H -1.3874 -3.4202 -1.7758
H 1.9829 3.7664 -3.6029
H 2.9606 5.9818 -4.2093
H 3.5655 6.9956 -0.2341
H 2.6174 4.8314 0.5691
C -4.7643 -3.8870 2.1077
N -3.4022 -4.2972 1.7314
C -3.0259 -5.7176 1.7950
C -2.5314 -3.4017 1.3330
N -1.7416 -2.6266 0.9767
H -5.4582 -4.3961 1.4291
H -4.8696 -2.8085 2.0425
H -4.9499 -4.2506 3.1234
H -3.6832 -6.2625 1.1080
H -3.2359 -6.0674 2.8111
H -1.9807 -5.8509 1.5342

(3)
Below is C21H19AuN4S as an isolated structure, with properties calculated with ωB97M-V with the def2-TZVPD basis set.

Its expectation value of S² is 2.043. As for the molar mass: 556.4 g/mol. The calculation puts the LUMO energy (spin up / spin down) at 0.0022 / -0.0599 Eh. The energy is -1564.47497 hartree. The calculation puts the frontier orbital gap (spin up / spin down) at 6.72 / 6.06 eV. The spin multiplicity is 3. Its relative energy (zero: lowest compared OMol25 entry of this formula, charge and spin) is 9.5 kcal/mol.

Element x y z (Å)
Au -0.1076 -0.0768 0.3234
C -2.3332 2.7055 0.2816
C -0.9399 3.2288 0.1405
C -0.7339 4.6195 0.1299
C 0.5385 5.1106 0.0677
C 1.6266 4.2181 0.0171
C 2.9595 4.6670 0.0126
C 3.9848 3.7588 -0.0508
C 3.7102 2.3974 -0.1451
C 2.4134 1.9143 -0.1570
S 2.1946 0.2166 -0.3931
C 1.3273 2.8251 -0.0384
N 0.0557 2.3774 0.0260
H -3.0110 3.5104 0.5551
H -2.3468 1.9362 1.0499
H -2.6726 2.2601 -0.6550
H -1.5878 5.2778 0.1836
H 0.7217 6.1741 0.0478
H 3.1524 5.7298 0.0536
H 5.0123 4.0913 -0.0408
H 4.5131 1.6820 -0.2246
N -4.4970 -0.6353 0.5002
C -4.4386 -0.3980 -0.8434
C -3.1123 -0.3043 -1.1466
N -2.3824 -0.4718 -0.0152
C -3.2327 -0.6682 0.9593
H -5.3356 -0.7469 1.0470
H -5.3166 -0.3165 -1.4515
H -2.6378 -0.1485 -2.0919
H -2.9683 -0.8233 1.9869
C 0.2414 -2.4894 -0.1401
C -0.6764 -2.8128 -1.1663
C -1.9008 -3.4552 -0.8798
C -2.8196 -3.7123 -1.8714
C -2.5641 -3.3305 -3.1826
C -1.3510 -2.7252 -3.4963
C -0.4202 -2.4786 -2.5144
H 1.2789 -2.3783 -0.4054
H 0.0590 -2.8976 0.8417
H -2.0974 -3.7649 0.1375
H -3.7448 -4.2204 -1.6317
H -3.2948 -3.5207 -3.9557
H -1.1441 -2.4471 -4.5217
H 0.5243 -2.0120 -2.7601
N -0.3983 0.0462 3.4661
C -0.2479 -0.0095 2.3309

(4)
Below is C21H19BaCl5N3O4STe as an isolated structure, with properties calculated with ωB97M-V with the def2-TZVPD basis set.

As for the molar mass: 851.7 g/mol. The calculation puts the LUMO energy at 0.0807 Eh. The energy is -4269.71499 hartree. The calculation puts the frontier orbital gap at 6.07 eV. Its charge is -1. Its relative energy (zero: lowest compared OMol25 entry of this formula, charge and spin) is 2.7 kcal/mol.

Element x y z (Å)
Ba 0.5136 1.4094 -0.5551
Cl 1.0664 -2.6888 -3.7263
C 1.9181 -2.8022 -2.2104
C 2.6752 -3.9632 -1.9669
C 3.3348 -4.1162 -0.7907
Cl 4.2577 -5.5775 -0.5051
C 3.2932 -3.1063 0.2136
C 3.9566 -3.2074 1.4562
C 3.8621 -2.1713 2.3375
C 3.1256 -1.0283 1.9717
N 2.4951 -0.8985 0.8326
C 2.5494 -1.9358 -0.0465
C 1.7979 -1.7732 -1.2883
O 1.0978 -0.7196 -1.4618
H 2.7161 -4.7329 -2.7252
H 4.5221 -4.1000 1.6843
H 4.3426 -2.2000 3.3065
H 3.0684 -0.1977 2.6675
N -1.8164 5.6120 0.9732
C -2.0854 4.6641 -0.0930
C -0.8848 3.8967 -0.6371
O -1.0595 3.1692 -1.6583
O 0.1970 3.9256 0.0028
H -1.1211 6.2778 0.6545
H -1.3648 5.1144 1.7336
H -2.5796 5.1595 -0.9317
H -2.7886 3.9079 0.2669
Cl -1.5679 0.5357 -3.4555
C -0.7069 1.4631 -4.6811
Cl -0.4304 0.4742 -6.1248
Cl -1.5942 2.9290 -5.1023
C 0.5981 1.8399 -4.1240
N 1.6166 2.1195 -3.6785
C -4.6435 -0.9532 -0.3098
C -3.8359 -2.2441 -0.5719
C -2.4993 -1.7448 -1.1319
O -2.4134 -0.3767 -0.7519
C -3.7264 0.1655 -0.8062
H -4.8374 -0.8335 0.7551
H -5.6024 -0.9489 -0.8284
H -4.3372 -2.9098 -1.2747
H -3.6804 -2.7940 0.3549
H -2.4593 -1.8405 -2.2241
H -1.6285 -2.2452 -0.7112
H -3.9683 0.4671 -1.8339
H -3.7340 1.0507 -0.1715
Te -1.2049 0.1459 2.0760
C 0.3840 0.6831 3.3684
C 0.9062 0.1416 4.5121
C 2.0782 0.8044 4.9759
C 2.4602 1.8401 4.1749
S 1.3579 2.0088 2.8711
H 0.4660 -0.7162 5.0015
H 2.6134 0.5188 5.8723
H 3.3003 2.5016 4.3151